<1>
A molecular structure, C4H6NO, computed with wB97M-V/def2-TZVPD.

```
12
C4H6NO (wB97M-V/def2-TZVPD)
C -0.281 0.393 0.280
C 1.392 1.460 1.742
C -0.113 -0.880 -0.500
C -1.378 -0.269 -1.215
N 0.507 0.901 1.092
O -1.344 0.896 -0.335
H 2.247 1.765 1.168
H 1.518 1.357 2.728
H 0.811 -0.702 -1.233
H -0.232 -1.875 -0.209
H -1.280 -0.015 -2.295
H -2.311 -0.713 -0.962
```

Computed properties:
Kohn-Sham gap = 0.396 Ha
E_HOMO = -15.920 eV
Total charge = +1



<2>
2 unconnected molecules or ions with the total composition C4H6NO, computed with wB97M-V/def2-TZVPD.

```
12
C4H6NO (wB97M-V/def2-TZVPD)
C -0.862 -1.705 -0.043
C -1.346 -0.602 -0.108
C 1.852 -0.069 -0.413
C -1.979 0.679 -0.235
N 2.950 -0.081 0.206
O 0.820 -0.109 -0.883
H -0.460 -2.673 0.006
H -3.053 0.559 -0.098
H -1.802 1.070 -1.237
H -1.606 1.379 0.510
H 3.083 -0.589 1.082
H 3.769 0.408 -0.156
```

Computed properties:
Kohn-Sham gap (alpha / beta) = 0.294 / 0.294 Ha
E_HOMO (alpha / beta) = -13.444 / -13.444 eV
Total charge = +1



<3>
2 unconnected molecules or ions with the total composition C4H6NO, computed with wB97M-V/def2-TZVPD.

```
12
C4H6NO (wB97M-V/def2-TZVPD)
C -0.583 1.386 0.265
C 0.968 -0.700 -0.338
C -3.688 -1.321 0.413
C -0.081 0.330 -0.663
N -1.274 0.328 0.158
O -3.841 -1.648 -0.621
H -0.504 2.439 0.768
H 1.529 -1.140 -1.233
H 0.610 -1.710 0.160
H 1.829 -0.463 0.440
H -2.026 -0.193 0.700
H -0.182 0.306 -1.766
```

Computed properties:
Kohn-Sham gap = 0.407 Ha
E_HOMO = -16.581 eV
Total charge = +1



If we sort the structures by their calculated energies, the order from most to least stable is <1>, <2>, <3>.



<1>
A gas-phase ion, CH2F2NO2S (charge -1), computed with wB97M-V/def2-TZVPD.

```
9
CH2F2NO2S (wB97M-V/def2-TZVPD)
C 1.226 -0.238 0.082
N -0.094 0.744 -0.629
O -1.643 -0.427 1.198
O -2.631 0.217 -0.861
F 1.777 -1.042 -0.842
F 2.268 0.612 0.417
S -1.480 -0.474 -0.276
H 0.693 -0.840 0.712
H -0.115 1.448 0.200
```

Computed properties:
Kohn-Sham gap = 0.297 Ha
E_HOMO = -3.976 eV
Total charge = -1



<2>
2 unconnected molecules or ions with the total composition CH2F2NO2S, computed with wB97M-V/def2-TZVPD.

```
9
CH2F2NO2S (wB97M-V/def2-TZVPD)
C -1.231 1.311 -0.372
N 1.727 -0.439 -0.318
O 0.010 -1.137 1.597
O -0.400 -1.873 -0.718
F -0.881 1.837 0.882
F -2.456 0.707 -0.086
S 0.004 -0.729 0.169
H 1.784 0.489 0.060
H 1.443 -0.166 -1.215
```

Computed properties:
Kohn-Sham gap (alpha / beta) = 0.297 / 0.297 Ha
E_HOMO (alpha / beta) = -4.114 / -4.115 eV
Total charge = -1



If we sort the structures by their calculated energies, the order from most to least stable is <1>, <2>.



<1>
C3H4N2S in the gas phase, computed with wB97M-V/def2-TZVPD.

```
10
C3H4N2S (wB97M-V/def2-TZVPD)
C -1.878 -0.755 0.013
C 1.106 1.805 0.178
C 0.330 -0.468 -0.212
N -0.733 -1.329 0.226
N 0.328 0.953 -0.108
S -2.188 0.854 -0.375
H -2.855 -1.412 0.288
H 1.003 2.871 0.349
H 1.363 -0.863 0.172
H 0.352 -0.613 -1.288
```

Computed properties:
Kohn-Sham gap (alpha / beta) = 0.285 / 0.250 Ha
E_HOMO (alpha / beta) = -8.748 / -8.309 eV
Total charge = 0



<2>
2 unconnected molecules or ions with the total composition C3H4N2S, computed with wB97M-V/def2-TZVPD.

```
10
C3H4N2S (wB97M-V/def2-TZVPD)
C -0.512 -2.365 -4.072
N 0.476 -2.546 -3.471
S 1.681 -2.741 -2.620
H -1.123 -1.658 -4.559
C 1.146 -0.026 0.442
C 1.369 -1.324 0.982
N 1.682 -2.244 1.608
H 0.293 0.443 0.938
H 1.989 0.583 0.511
H 1.147 -0.036 -0.618
```

Computed properties:
SMILES string = C#[N+][S-].CC#N
Kohn-Sham gap = 0.331 Ha
E_HOMO = -8.894 eV
Total charge = 0



If we sort the structures by their calculated energies, the order from most to least stable is <2>, <1>.